Entry from the OMol25 dataset: C32H47ClN4OPPdS2 as an isolated structure (wB97M-V/def2-TZVPD).

XYZ file:
```
89
Properties=species:S:1:pos:R:3:forces:R:3:mulliken_charge:R:1
Pd 0.998407 0.541822 1.226026 0.238 0.883 -0.041 -0.43
S 2.988207 -1.331278 1.462826 0.526 -0.286 -0.770 -0.38
C 2.382807 -0.986278 2.972626 0.202 -0.543 1.210 0.43
N 1.156207 -0.664478 3.286926 -0.140 -0.276 -0.701 -0.49
C 0.953407 -0.445778 4.602826 0.337 -0.021 0.838 -0.27
C -0.255893 -0.064678 5.186426 0.124 -0.042 -0.184 -0.41
C -0.308893 0.144722 6.549026 -0.102 0.062 0.178 -0.64
C 0.820307 -0.019178 7.345026 0.069 0.022 0.282 -0.42
C 2.030207 -0.410878 6.789126 -0.133 0.029 0.069 -0.61
C 2.090707 -0.633478 5.429126 0.056 -0.005 -0.171 0.84
S 3.449207 -1.126878 4.457626 -0.589 0.277 -0.412 -0.31
H -1.126093 0.059122 4.558326 -0.047 0.045 -0.074 0.39
H -1.242193 0.448122 7.007826 -0.019 0.001 0.009 0.35
H 0.759907 0.160422 8.411126 -0.025 0.007 0.025 0.35
H 2.909607 -0.537478 7.402826 0.071 -0.013 0.113 0.37
C -3.565793 -2.283878 -1.015574 0.111 -0.047 -0.160 -1.83
C -3.768593 -2.466978 -2.524174 -0.095 0.100 -0.080 2.25
C -4.819193 -3.582978 -2.692274 0.294 0.135 -0.045 -2.15
C -4.364793 -1.182078 -3.112174 0.121 -0.117 0.047 -2.01
C -2.444993 -2.835678 -3.289674 0.121 0.091 0.633 1.96
O -2.778993 -3.259778 -4.604374 -0.026 -0.053 -0.294 -0.71
C -1.668493 -3.950378 -2.549774 -0.096 -0.040 -0.409 -0.95
C -0.660793 -4.721378 -3.425974 -0.142 0.019 0.167 -1.55
C 0.650107 -4.025278 -3.668174 0.088 -0.166 0.007 0.38
C 0.981307 -3.556578 -4.934074 0.116 -0.076 0.036 -0.21
C 2.182607 -2.909278 -5.164274 0.062 0.033 0.110 -0.64
C 3.065707 -2.726878 -4.110674 -0.174 -0.073 -0.095 0.28
Cl 4.567507 -1.919978 -4.399874 0.203 0.121 -0.017 -0.24
C 2.765507 -3.190478 -2.841674 -0.025 0.022 0.052 -0.48
C 1.562707 -3.845578 -2.631374 0.010 -0.011 -0.304 -0.44
C -1.506393 -1.626078 -3.563474 -0.396 -0.497 -0.575 -2.71
N -1.127393 -0.867678 -2.414274 0.570 0.178 0.669 1.42
C -0.188493 -1.118078 -1.469774 -0.342 0.242 -0.067 -0.73
N -0.291693 -0.238278 -0.502674 0.459 0.034 0.455 0.37
C -1.297693 0.566322 -0.896274 -0.130 -0.344 -0.418 -1.10
N -1.824393 0.216822 -2.045674 -0.429 0.546 -0.210 -1.06
H -4.488893 -1.900678 -0.585174 -0.112 0.003 0.071 0.59
H -2.786393 -1.573578 -0.776274 0.129 0.086 0.094 0.23
H -3.332993 -3.225778 -0.525874 0.022 -0.132 0.096 0.32
H -5.643893 -3.381278 -2.012974 -0.114 0.004 0.030 0.52
H -4.424593 -4.565178 -2.436574 -0.008 -0.145 0.030 0.32
H -5.227093 -3.611678 -3.701374 -0.057 -0.015 -0.115 0.52
H -5.363293 -1.025278 -2.711874 -0.190 -0.008 0.045 0.52
H -4.433593 -1.256578 -4.195374 -0.062 0.004 -0.146 0.37
H -3.756293 -0.322378 -2.847774 -0.113 0.046 -0.068 0.35
H -3.366693 -4.019078 -4.520774 0.026 0.041 -0.086 0.56
H -2.390293 -4.682378 -2.179874 0.035 0.054 0.122 0.71
H -1.165193 -3.520678 -1.684374 -0.042 -0.066 0.128 0.58
H -1.130793 -4.942678 -4.386574 0.069 -0.089 0.082 0.46
H -0.456593 -5.671578 -2.925274 -0.010 -0.012 -0.047 0.40
H 0.286307 -3.692578 -5.751574 -0.081 -0.005 -0.047 0.35
H 2.428307 -2.540678 -6.147974 0.067 0.036 -0.072 0.41
H 3.446207 -3.028178 -2.019874 0.101 0.013 0.043 0.47
H 1.339907 -4.221478 -1.644674 -0.062 -0.027 0.196 0.36
H -2.011193 -0.957778 -4.261174 0.097 0.008 0.075 0.45
H -0.607993 -2.012978 -4.045974 -0.171 0.190 0.053 0.40
H 0.548607 -1.890478 -1.536774 0.117 -0.186 0.009 0.66
H -1.656793 1.400422 -0.329674 -0.002 0.197 0.144 0.27
C -1.252593 2.483322 2.290726 0.001 -0.177 -0.184 -1.67
C -0.415493 3.462222 1.458326 0.230 0.025 0.074 0.75
C -0.737993 4.899022 1.850226 -0.003 -0.132 -0.203 -1.72
P 1.351007 2.816322 1.540226 -0.369 -0.953 -0.326 1.16
C 2.113307 3.707622 3.011326 -0.044 -0.143 -0.185 0.52
C 2.609607 5.140522 2.835326 -0.266 -0.119 0.090 -1.73
C 3.249907 2.823122 3.522226 -0.254 -0.062 0.093 -1.21
C 2.285407 3.483722 0.055226 -0.134 -0.089 0.132 0.47
C 1.817507 4.800122 -0.550874 0.243 -0.055 0.165 -1.60
C 2.269807 2.377022 -1.002074 0.288 -0.201 0.180 -1.43
H -2.306493 2.518722 2.005026 -0.153 0.129 0.049 0.44
H -1.174293 2.725922 3.350826 -0.005 -0.025 0.146 0.49
H -0.868493 1.453722 2.138426 -0.242 0.356 0.114 0.24
H -0.677593 3.315922 0.401726 0.059 0.024 0.034 0.20
H -0.468093 5.093722 2.885526 0.055 0.034 0.151 0.27
H -1.813093 5.063022 1.753326 -0.091 0.128 0.023 0.48
H -0.224393 5.614822 1.214626 0.046 0.164 -0.034 0.30
H 1.317207 3.702722 3.768126 0.003 -0.040 -0.057 0.43
H 3.426207 5.189922 2.117926 0.089 0.007 -0.108 0.28
H 2.988107 5.498222 3.794626 0.083 0.134 0.041 0.49
H 1.819107 5.814122 2.511026 -0.019 0.089 -0.042 0.27
H 4.087707 2.830422 2.826726 0.124 -0.037 -0.103 0.29
H 2.907107 1.795222 3.619626 0.076 -0.101 0.016 0.00
H 3.606507 3.163222 4.494326 0.091 0.094 0.105 0.48
H 3.317307 3.594222 0.416626 -0.069 0.001 -0.014 0.40
H 0.775407 4.733422 -0.855574 -0.144 0.024 -0.052 0.27
H 2.412407 5.022722 -1.437874 0.005 0.111 -0.117 0.47
H 1.927307 5.623822 0.149426 -0.054 0.169 0.027 0.26
H 1.294007 2.345322 -1.493474 -0.012 -0.093 -0.030 0.26
H 2.442707 1.397622 -0.519074 -0.091 0.361 -0.309 0.20
H 3.040507 2.542922 -1.756174 0.054 0.147 -0.192 0.50
```
Forces are in eV/Å.

The LUMO energy is 2.0 eV. The value obtained for the frontier orbital gap is 4.8 eV. The energy above the lowest of the compared OMol25 structures with the same formula, charge and spin comes out at 19.6 kJ/mol. The calculation puts the max |F| at 0.0261 Eh/bohr. The net charge is -1.